1.
Formula: C17H18ClN3O4S2
Source: the Open Molecules 2025 dataset
Level of theory: the ωB97M-V functional and the def2-TZVPD basis

Geometry (Å):
N1 -2.434 -2.069 0.253
O1 2.935 0.664 -2.280
C1 4.627 3.929 0.234
H1 2.792 -2.426 0.246
S1 5.077 1.584 1.172
H2 0.751 0.450 -1.668
H3 -6.122 0.907 1.672
H4 -4.756 -1.065 1.159
C2 0.721 -0.120 -0.740
C3 -5.372 0.954 0.898
C4 -4.589 -0.149 0.612
H5 1.955 -2.697 1.806
H6 -4.129 3.112 -1.397
H7 3.079 -0.415 1.601
H8 5.915 3.717 1.993
C5 -3.629 -0.088 -0.394
H9 1.327 -0.309 1.903
H10 3.321 3.318 -1.444
H11 -0.132 0.207 -0.136
O2 -2.377 -1.427 -1.907
C6 1.958 -2.116 0.883
C7 4.064 1.741 -0.206
C8 5.298 3.288 1.228
C9 -3.480 1.089 -1.123
C10 0.615 -1.619 -1.048
H12 -2.092 -4.101 0.546
C11 -1.600 -3.238 0.087
C12 -0.262 -3.058 0.815
O3 4.202 -0.800 -0.746
H13 -0.315 -1.812 -1.580
C13 3.913 3.037 -0.593
H14 -2.714 -1.847 1.195
Cl1 -6.164 3.504 0.543
S2 3.324 0.316 -0.949
C14 -4.250 2.199 -0.837
C15 -2.769 -1.247 -0.767
C16 2.093 -0.620 1.185
H15 -2.750 1.115 -1.918
H16 -1.476 -3.418 -0.982
N2 0.708 -2.363 0.188
H17 4.641 4.994 0.092
N3 1.934 0.183 -0.011
H18 1.460 -1.900 -1.687
C17 -5.193 2.125 0.178
O4 -0.110 -3.531 1.927

Results
**Electronic energy**: -2380.42825 a.u.
**Maximum force**: 1.03 eV/A
**LUMO level**: 0.310 eV
**HOMO**: -8.929 eV

***

2.
Formula: C17H18ClN3OS
Source: the Open Molecules 2025 dataset
Level of theory: the ωB97M-V functional and the def2-TZVPD basis

Geometry (Å):
Cl1 7.662 1.055 0.085
H1 1.693 -0.362 -2.038
C1 -5.162 2.144 -0.056
C2 -3.025 -1.254 -0.899
H2 3.218 0.854 1.946
C3 1.305 -0.927 -1.186
H3 -4.497 2.965 -0.271
H4 -0.665 -0.986 -2.029
C4 3.291 -0.130 0.030
H5 0.677 -2.663 0.884
H6 6.110 -0.331 -1.857
C5 -2.074 -1.679 0.202
H7 -0.414 -1.833 2.007
N1 -5.519 -0.219 -0.081
C6 -6.723 -0.026 0.430
H8 1.857 -0.838 2.067
H9 -2.718 -1.620 -1.878
H10 -0.376 0.404 -0.972
C7 0.167 -1.714 1.090
C8 3.840 0.568 1.114
H11 1.481 -1.998 -1.372
N2 -0.762 -1.405 0.020
H12 5.576 1.463 1.978
C9 5.173 0.925 1.134
C10 -0.198 -0.672 -1.093
N3 1.963 -0.476 0.017
C11 -7.226 1.228 0.728
H13 -7.298 -0.926 0.601
H14 -8.213 1.341 1.145
S1 -3.157 0.563 -0.999
H15 -6.776 3.332 0.688
C12 -6.422 2.335 0.473
O1 -2.479 -2.250 1.196
C13 4.141 -0.444 -1.039
C14 1.191 -0.595 1.235
C15 5.990 0.603 0.063
H16 3.771 -0.995 -1.889
H17 -4.031 -1.601 -0.652
C16 5.472 -0.078 -1.025
C17 -4.758 0.834 -0.310
H18 0.672 0.345 1.468

Results
**Electronic energy**: -1756.50581 a.u.
**Energy relative to the best compared isomer or geometry (same formula, charge and spin)**: 7.33 kcal per mole
**Maximum force**: 0.42 eV/A
**LUMO level**: 0.498 eV
**HOMO**: -7.748 eV

***

3.
Formula: C17H18ClNO4Zr
Source: the Open Molecules 2025 dataset
Level of theory: the ωB97M-V functional and the def2-TZVPD basis

Geometry (Å):
H1 1.075 -1.593 -3.886
H2 3.845 1.840 -0.661
H3 3.247 2.500 1.644
C1 1.432 -3.237 -0.947
C2 2.945 -0.047 -0.394
C3 -2.734 1.596 2.101
H4 1.266 -3.343 -3.972
C4 -3.693 2.518 2.449
Cl1 -5.360 4.544 1.910
H5 1.014 1.485 1.952
C5 1.457 -2.462 -3.354
O1 -0.741 0.540 -0.776
O2 2.131 0.111 -1.364
C6 0.772 -2.652 -2.035
C7 -1.245 -2.539 -0.662
H6 -4.082 2.571 3.455
H7 -4.111 4.059 -0.567
H8 2.468 -3.532 -1.056
C8 -0.582 -2.300 -1.863
H9 3.222 0.812 2.169
C9 0.780 -3.455 0.271
C10 -2.255 1.557 0.781
O3 2.697 -1.050 0.382
C11 3.790 1.060 0.094
C12 -3.710 3.366 0.159
C13 2.987 1.485 1.349
H10 -2.378 2.406 -1.204
O4 -0.742 -0.242 1.269
H11 -1.119 -1.858 -2.695
N1 1.517 1.359 1.078
C14 -2.748 2.446 -0.189
C15 -0.561 -3.104 0.419
H12 -1.077 -3.289 1.352
C16 -1.252 0.612 0.418
H13 4.790 0.736 0.378
Zr1 0.696 -0.769 -0.090
H14 1.235 2.136 0.482
H15 1.314 -3.919 1.091
H16 -2.358 0.902 2.840
H17 2.534 -2.361 -3.238
H18 -2.293 -2.288 -0.567
C17 -4.172 3.398 1.476

Results
**Electronic energy**: -1521.19432 a.u.
**Energy relative to the best compared isomer or geometry (same formula, charge and spin)**: 6.50 kcal per mole
**Net charge**: +2
**Maximum force**: 1.28 eV/A
**LUMO level**: -7.858 eV
**HOMO**: -14.900 eV

***

4.
Formula: C17H18FNO4
Source: the Open Molecules 2025 dataset
Level of theory: the ωB97M-V functional and the def2-TZVPD basis

Geometry (Å):
H1 0.307 -2.469 -1.444
H2 6.184 -0.180 2.021
H3 -2.587 2.432 0.216
H4 -3.789 -1.594 1.021
H5 2.825 2.987 0.969
C1 -5.638 1.027 0.030
C2 3.286 -0.290 -1.113
H6 -6.103 -1.009 0.466
H7 -1.909 -1.531 2.078
O1 5.422 -0.459 0.127
O2 -1.709 0.207 0.962
C3 -3.366 1.688 0.263
H8 1.378 -0.736 -2.853
H9 6.977 0.760 0.713
H10 0.685 0.896 -2.795
H11 -1.978 -2.007 -0.483
H12 -4.939 3.010 -0.356
C4 6.012 0.386 1.091
H13 3.426 -1.194 -1.682
C5 -4.669 2.012 -0.051
C6 -5.327 -0.262 0.414
C7 -1.079 -2.040 0.141
O3 -0.988 -3.364 0.611
C8 2.144 0.502 -1.270
C9 2.948 2.084 0.395
C10 1.990 1.660 -0.521
H14 -0.470 0.268 -0.830
C11 -4.017 -0.582 0.728
N1 -0.133 -0.449 -1.466
O4 5.152 1.474 1.353
C12 1.028 0.056 -2.186
F1 -6.918 1.334 -0.276
C13 0.130 -1.664 -0.722
C14 4.230 0.130 -0.209
C15 -3.027 0.392 0.657
C16 4.066 1.299 0.535
C17 -1.248 -1.071 1.333
H15 -0.140 -3.482 1.054
H16 -0.274 -0.891 1.802
H17 1.098 2.256 -0.655
H18 1.022 -1.588 -0.070

Results
**Electronic energy**: -1114.14324 a.u.
**Energy relative to the best compared isomer or geometry (same formula, charge and spin)**: 60.04 kcal per mole
**Maximum force**: 1.28 eV/A
**LUMO level**: 0.609 eV
**HOMO**: -8.143 eV

***

5.
Formula: C17H18GaN3O4PS
Source: the Open Molecules 2025 dataset
Level of theory: the ωB97M-V functional and the def2-TZVPD basis

Geometry (Å):
H1 5.685 -0.718 -1.183
C1 -2.190 -3.065 -2.264
O1 2.175 1.055 -1.232
H2 -1.454 -1.990 1.385
C2 -2.642 1.173 1.765
C3 1.429 4.242 1.543
H3 5.853 0.790 -0.195
H4 4.262 -0.535 0.563
C4 -1.983 0.089 1.186
C5 3.263 0.588 -0.837
H5 1.959 -1.334 1.011
O2 -2.306 3.894 -0.939
H6 -3.175 -1.405 -1.345
C6 -2.223 -1.856 -1.593
C7 -2.547 -1.275 3.079
C8 5.620 0.370 -1.174
O3 -0.227 3.107 -0.807
C9 -3.202 -0.196 3.656
C10 0.191 -1.825 -1.550
C11 -3.253 1.025 3.000
N1 3.377 -0.131 0.290
H7 -3.093 1.484 -1.228
N2 1.093 5.338 1.578
H8 -0.953 -4.602 -3.098
C12 -0.972 -3.658 -2.573
H9 -3.681 -0.309 4.618
C13 -1.027 -1.230 -1.235
H10 1.117 -1.324 -1.306
H11 -3.771 1.862 3.443
H12 2.402 -0.092 2.026
C14 0.217 -3.041 -2.218
H13 1.162 -3.500 -2.471
C15 -1.936 -1.137 1.844
C16 -1.538 2.985 -1.003
H14 6.295 0.783 -1.917
S1 1.970 2.637 1.593
H15 -3.115 -3.549 -2.547
O4 4.306 0.789 -1.591
H16 -2.525 -2.228 3.586
H17 -1.754 1.372 -2.396
H18 -2.695 2.132 1.262
N3 2.229 -0.356 1.059
P1 -1.102 0.334 -0.364
C17 -2.012 1.560 -1.348
Ga1 0.768 1.745 -0.072

Results
**Electronic energy**: -3788.01651 a.u.
**Net charge**: +1
**Maximum force**: 0.52 eV/A
**LUMO level**: -2.888 eV
**HOMO**: -12.431 eV

***

6.
Formula: C17H18N2O
Source: the Open Molecules 2025 dataset
Level of theory: the ωB97M-V functional and the def2-TZVPD basis

Geometry (Å):
C1 3.134 -1.868 3.301
H1 3.851 -2.568 3.668
C2 0.375 0.366 0.369
C3 1.692 -1.774 -0.671
H2 3.849 -3.636 1.193
H3 -2.955 0.468 0.337
C4 1.810 0.198 3.657
H4 -0.165 -0.493 -2.159
H5 -0.584 3.095 -0.930
H6 -1.008 2.664 0.709
C5 -0.540 0.484 -2.004
C6 2.578 -2.792 -0.320
N1 -0.396 1.028 -0.625
H7 -2.923 3.294 -0.781
C7 2.718 -1.933 1.944
H8 0.017 1.108 -2.675
H9 -1.837 0.967 -4.448
H10 -2.575 -0.279 -1.834
C8 3.098 -2.889 0.965
H11 2.875 -3.536 -1.068
H12 1.358 -1.763 -1.693
C9 2.689 -0.805 4.125
C10 -2.553 2.282 -0.772
N2 0.482 0.875 1.608
H13 -3.400 2.026 1.220
H14 -3.256 0.015 -4.128
H15 3.020 -0.783 5.162
C11 -2.192 0.171 -3.827
C12 1.374 0.092 2.342
C13 1.291 -0.809 0.267
C14 -3.376 1.475 0.254
C15 -2.031 0.496 -2.349
H16 1.538 1.046 4.269
O1 -2.616 1.793 -2.103
C16 -1.068 2.319 -0.345
C17 1.837 -0.905 1.534
H17 -4.437 1.338 -0.059
H18 -1.675 -0.764 -4.135

Results
**Electronic energy**: -843.33227 a.u.
**Energy relative to the best compared isomer or geometry (same formula, charge and spin)**: 32.64 kcal per mole
**Maximum force**: 3.03 eV/A
**LUMO level**: -0.422 eV
**HOMO**: -7.498 eV